Entry 1:
C5H3NO2 as an isolated structure in a non-equilibrium geometry. Source: the OMol25 dataset; level of theory: wB97M-V/def2-TZVPD.

XYZ file:
```
11
Properties=species:S:1:pos:R:3:forces:R:3:mulliken_charge:R:1
O -1.852 1.302 -0.031 3.50 -1.85 -0.08 -0.43
O -3.108 -0.624 0.033 -4.81 -3.07 0.61 -0.35
N 1.551 -0.218 0.113 4.17 0.51 -2.45 -0.17
C -0.437 0.874 -0.205 2.48 5.17 0.86 0.63
C -0.565 -0.412 -0.205 -3.67 -6.14 0.19 0.05
C -2.055 -0.245 0.028 4.40 3.73 -1.54 0.50
C 0.970 1.065 -0.067 0.35 5.51 2.45 -0.64
C 0.598 -1.105 -0.079 -1.39 -1.37 0.89 -0.65
H 0.907 -2.062 0.207 -0.45 -1.73 -0.39 0.45
H 1.405 2.167 0.552 -0.87 -3.91 -2.56 0.23
H 2.586 -0.745 -0.346 -3.70 3.16 2.03 0.37
```
Positions in Å, forces in eV/Å.

Computed properties:
LUMO energy in eV: 0.10
Total energy in eV: -10812.77407
Gap between HOMO and LUMO in eV: 8.974
HOMO in eV: -8.88
Maximum force in eV Å⁻¹: 7.155
Relative energy (zero: lowest compared OMol25 entry of this formula, charge and spin) in kcal per mole: 107.01

Entry 2:
C12H6MnNOS5 as an isolated structure. Source: the OMol25 dataset; level of theory: wB97M-V/def2-TZVPD.

XYZ file:
```
26
Properties=species:S:1:pos:R:3:forces:R:3:mulliken_spin:R:1
Mn -0.316 0.291 0.294 0.09 0.02 0.45 2.43
S 0.043 4.983 0.321 0.01 0.04 0.01 0.05
S 0.532 2.184 1.111 0.04 -0.30 0.05 0.07
S -0.875 1.275 -1.671 0.01 0.20 -0.20 0.08
S 0.956 -2.286 3.544 -0.05 -0.16 0.03 0.01
S -1.214 4.145 -2.264 -0.05 0.15 -0.06 0.08
O -0.864 6.653 -1.509 -0.07 0.00 0.03 0.07
N -1.775 -0.170 1.556 0.14 -0.05 -0.08 -0.04
C -0.722 5.518 -1.210 0.10 0.01 -0.10 0.00
C 2.368 -2.022 2.624 0.06 0.15 -0.07 -0.02
C 2.166 -1.179 1.565 -0.06 -0.15 0.15 0.01
C -3.988 -0.136 2.405 0.00 0.01 -0.04 0.00
C -2.273 -1.379 3.540 0.03 -0.02 -0.01 0.00
C 0.044 -1.302 2.489 -0.21 0.04 0.17 0.14
C -3.586 -0.958 3.452 -0.05 0.00 0.03 0.01
C 0.811 -0.766 1.484 0.02 0.12 -0.37 -0.22
C -1.371 -0.974 2.568 0.05 -0.02 0.10 -0.08
C -3.048 0.241 1.471 0.05 -0.06 0.05 0.01
C -0.063 3.297 -0.001 -0.21 0.12 -0.34 0.16
C -0.672 2.904 -1.221 0.10 -0.11 0.17 0.21
H 3.288 -2.499 2.923 0.03 0.01 0.00 0.00
H -5.008 0.206 2.311 0.00 0.00 0.01 0.00
H -3.291 0.878 0.631 -0.02 0.01 0.02 0.01
H 2.952 -0.892 0.883 0.00 0.01 -0.01 0.01
H -4.301 -1.270 4.202 -0.01 0.01 0.00 0.00
H -1.942 -2.013 4.351 0.00 -0.01 0.00 0.00
```
Positions in Å, forces in eV/Å.

Computed properties:
<S²>: 4.011
LUMO energy (alpha / beta) in eV: -5.13 / -6.02
Total energy in eV: -101567.85572
Gap between HOMO and LUMO (alpha / beta) in eV: 6.649 / 5.991
Multiplicity: 4
HOMO (alpha / beta) in eV: -11.78 / -12.01
Maximum force in eV Å⁻¹: 0.460
Total charge: +1
Relative energy (zero: lowest compared OMol25 entry of this formula, charge and spin) in kcal per mole: 0.57